Record 1
C6H16O2 | ωB97M-V/def2-TZVPD

The geometry in XYZ format:
```
24
Properties=species:S:1:pos:R:3
C -2.7702 9.6627 3.8350
C -3.7425 8.4693 3.8108
O -3.0275 7.3684 3.4136
C -3.7136 6.1244 3.3571
H -2.4023 9.8228 2.8076
H -1.9039 9.4949 4.4967
H -3.2950 10.5744 4.1668
H -4.6646 8.6750 3.2340
H -4.0433 8.2002 4.8416
H -3.0376 5.2630 3.2246
H -4.4011 6.1679 2.4957
H -4.3073 5.9680 4.2735
C -8.1761 2.9875 3.0046
C -7.1740 4.1350 2.9323
O -7.4300 5.2459 3.7324
C -6.4721 6.2768 3.4549
H -7.9104 2.1854 2.2956
H -9.1756 3.3728 2.7414
H -8.2204 2.5590 4.0200
H -7.1411 4.3654 1.8500
H -6.1642 3.7977 3.2354
H -6.4002 6.4779 2.3728
H -5.4926 5.9162 3.8116
H -6.7094 7.2210 3.9732
```

The max |F| is 2.81 eV/A. The calculation puts the energy above the lowest of the compared OMol25 structures with the same formula, charge and spin at 64.4 kcal per mole. Its structure (SMILES) is CCOC.CCOC. The calculation puts the gap between HOMO and LUMO at 10.389 eV.

Record 2
C6H16O3S2Si | ωB97M-V/def2-TZVPD

The geometry in XYZ format:
```
28
Properties=species:S:1:pos:R:3
C 0.2741 -2.5541 -0.1128
C 2.6766 0.2400 0.0417
C -1.1101 0.6818 -2.6197
C -0.3275 3.4548 0.6906
C -1.0362 -1.8948 0.2856
C -0.8997 -0.5310 0.8386
O 1.4664 0.4594 -0.6442
O -0.8863 1.2959 -1.3800
O -0.0285 2.1031 0.9452
Si -0.0061 0.8556 -0.0921
S -1.9654 -2.9690 1.4633
S 0.6141 -0.8992 2.8749
H 0.7982 -1.9333 -0.8348
H 0.0973 -3.5350 -0.5516
H 0.8945 -2.6684 0.7731
H 2.8371 -0.8315 0.1691
H 2.6655 0.7142 1.0220
H 3.4826 0.6619 -0.5616
H -0.5683 1.2276 -3.3946
H -2.1806 0.7231 -2.8316
H -0.7795 -0.3572 -2.6249
H -0.5090 3.9356 1.6508
H -1.2132 3.5370 0.0609
H 0.5094 3.9428 0.1869
H -1.6920 -1.8057 -0.5942
H -1.7229 -0.2275 1.4741
H -1.9924 -4.0380 0.6674
H 0.6019 0.4119 3.0979
```

As for the spin multiplicity: 3. The max |F| is 1.90 eV/A. As for the expectation value of S²: 2.01. The calculation puts the gap between HOMO and LUMO (spin up / spin down) at 7.433 / 6.376 eV.